ORCA calculation (ωB97M-V/def2-TZVPD) on a 11-piece molecular cluster, C42H71N11O14 overall.

Summary:
SMILES: O=[N+]([O-])c1ccccc1.O=[N+]([O-])c1ccccc1.O=[N+]([O-])c1ccccc1.CN(C)C=O.CN(C)C=O.CN(C)C=O.CN(C)C=O.CN(C)C=O.CN(C)C=O.CN(C)C=O.CN(C)C=O
Gap between HOMO and LUMO in eV: 7.62
Energy above the lowest of the compared OMol25 structures with the same formula, charge and spin in kcal per mole: 0.0
Total energy in a.u.: -3298.2785
Molecular weight in g/mol: 954.09
Highest occupied orbital energy in eV: -9.00

Each line ends with the Mulliken charge.
CARTESIAN COORDINATES (ANGSTROEM)
C -4.96 -2.11 2.29  0.13
O -5.68 -3.15 2.25  -0.72
N -4.45 -1.61 3.41  0.21
C -4.75 -2.18 4.77  -1.04
C -3.52 -0.53 3.36  -0.09
H -4.71 -1.65 1.32  0.32
H -3.85 -2.47 5.32  0.31
H -5.47 -3.00 4.77  0.33
H -5.28 -1.43 5.36  0.39
H -3.39 -0.07 2.39  -0.14
H -4.07 0.14 4.02  0.50
H -2.56 -0.88 3.73  -0.22
C 3.90 -4.99 -1.22  0.17
O 5.11 -5.04 -0.96  -0.61
N 3.13 -3.91 -1.32  0.29
C 1.70 -3.92 -1.87  -0.89
C 3.64 -2.57 -1.09  -0.74
H 3.42 -5.89 -1.63  0.31
H 1.40 -4.97 -1.91  0.34
H 1.73 -3.56 -2.90  0.41
H 0.93 -3.40 -1.32  0.11
H 3.70 -1.96 -1.99  0.11
H 3.07 -2.11 -0.29  0.05
H 4.63 -2.69 -0.64  0.45
C 5.57 3.07 2.12  0.13
O 5.32 2.85 3.31  -0.61
N 5.74 2.11 1.19  0.25
C 5.58 2.52 -0.20  -1.17
C 5.70 0.69 1.49  -0.77
H 5.64 4.07 1.65  0.29
H 4.53 2.45 -0.50  0.50
H 6.21 1.90 -0.84  0.30
H 5.91 3.55 -0.29  0.32
H 6.46 0.13 0.95  0.41
H 5.91 0.36 2.50  0.39
H 4.81 0.26 1.03  0.07
C -3.97 -1.84 -1.57  0.05
O -3.40 -2.22 -0.56  -0.23
N -4.05 -2.59 -2.73  0.18
C -4.56 -1.98 -3.87  -1.17
C -3.42 -3.86 -2.98  -0.92
H -4.54 -0.92 -1.80  0.16
H -5.25 -2.64 -4.39  0.43
H -3.76 -1.72 -4.57  0.37
H -5.10 -1.05 -3.69  0.36
H -4.14 -4.66 -2.79  0.32
H -3.05 -4.06 -3.98  0.39
H -2.54 -3.99 -2.36  0.21
C -0.49 -5.75 0.95  -0.09
O 0.66 -5.85 0.52  -0.50
N -1.17 -4.57 1.15  0.62
C -2.45 -4.55 1.79  -0.96
C -0.47 -3.29 0.88  0.00
H -1.03 -6.61 1.37  0.31
H -2.45 -3.89 2.65  0.20
H -2.88 -5.49 2.15  0.46
H -3.25 -4.24 1.12  0.20
H -0.91 -2.85 -0.01  -0.24
H -0.54 -2.72 1.81  -0.21
H 0.61 -3.36 0.76  0.20
C -3.62 3.46 3.85  0.32
O -4.47 3.39 4.74  -0.67
N -2.62 4.36 3.80  0.15
C -2.53 5.32 4.86  -1.06
C -1.53 4.35 2.87  -0.42
H -3.53 2.82 2.96  0.19
H -3.46 5.62 5.35  0.31
H -2.01 6.23 4.56  0.36
H -1.92 4.90 5.66  0.35
H -1.62 3.55 2.14  -0.30
H -1.65 5.25 2.26  0.39
H -0.53 4.38 3.32  0.37
C -0.54 0.23 0.75  0.11
O -0.55 1.00 1.76  -0.68
N 0.49 0.13 -0.10  1.43
C 0.41 -0.64 -1.30  0.10
C 1.68 0.98 0.06  -0.77
H -1.41 -0.40 0.51  0.28
H 0.36 -0.03 -2.20  -0.02
H -0.37 -1.38 -1.44  0.00
H 1.26 -1.31 -1.46  -0.50
H 2.01 1.49 -0.84  -0.46
H 1.64 1.83 0.75  0.32
H 2.48 0.33 0.43  0.15
C -4.12 1.77 -1.19  -0.39
O -3.11 1.46 -0.58  -0.50
N -4.29 1.69 -2.53  0.69
C -5.37 2.21 -3.31  -1.06
C -3.22 1.26 -3.37  -1.15
H -5.03 2.17 -0.72  0.34
H -5.59 1.63 -4.21  0.32
H -5.22 3.25 -3.60  0.34
H -6.26 2.24 -2.68  0.37
H -2.64 2.09 -3.78  0.46
H -2.51 0.57 -2.92  0.15
H -3.57 0.73 -4.26  0.43
C 5.37 -0.82 -5.11  -0.34
C 4.04 -1.20 -5.11  -0.65
C 3.01 -0.33 -4.54  -0.17
C 3.35 0.97 -4.04  0.00
C 4.69 1.28 -4.14  -0.15
C 5.67 0.43 -4.61  -0.76
N 2.33 1.86 -3.42  1.05
O 1.14 1.60 -3.56  -0.63
O 2.76 2.80 -2.75  -0.52
H 6.04 -1.57 -5.50  0.44
H 3.79 -2.12 -5.62  0.39
H 2.00 -0.71 -4.54  0.46
H 4.89 2.27 -3.77  0.46
H 6.69 0.78 -4.71  0.40
C 0.63 -1.56 4.19  -0.56
C 1.54 -0.65 3.66  -0.39
C 2.86 -1.10 3.33  -0.31
C 3.23 -2.45 3.39  -0.05
C 2.28 -3.32 3.96  -0.55
C 1.01 -2.85 4.33  -0.36
N 4.57 -2.88 3.03  1.01
O 5.21 -2.15 2.26  -0.54
O 4.89 -3.96 3.48  -0.61
H -0.38 -1.29 4.47  0.30
H 1.23 0.37 3.49  0.60
H 3.54 -0.32 3.01  0.47
H 2.55 -4.35 4.11  0.47
H 0.38 -3.63 4.75  0.40
C -2.19 4.52 -1.03  -0.33
C -1.06 3.64 -0.92  0.35
C 0.22 4.19 -1.03  0.67
C 0.45 5.53 -1.38  -0.67
C -0.70 6.33 -1.53  -0.53
C -1.98 5.89 -1.35  -0.92
N 1.84 6.00 -1.64  0.97
O 2.04 6.89 -2.46  -0.58
O 2.77 5.42 -1.06  -0.51
H -3.17 4.13 -0.83  0.47
H -1.17 2.61 -0.60  0.12
H 1.13 3.62 -0.99  0.07
H -0.63 7.33 -1.96  0.43
H -2.81 6.55 -1.52  0.44